Entry 1
This record from OMol25 describes a 18-piece molecular cluster, C72H198N18O18 overall. The level of theory is wB97M-V/def2-TZVPD.

Geometry (Å):
C 12.3863 -20.4919 32.7967
C 11.7723 -20.3716 31.4017
C 12.9994 -20.1739 30.4358
O 13.7129 -18.9279 30.9098
C 15.0234 -18.9020 30.3935
N 11.0035 -21.5509 30.9185
H 13.2120 -21.2374 32.8199
H 11.6022 -20.8409 33.5553
H 12.8964 -19.6131 33.0808
H 11.1072 -19.5243 31.3909
H 12.7404 -20.0147 29.4167
H 13.6514 -20.9985 30.5772
H 15.5564 -18.0170 30.7939
H 15.0364 -18.7722 29.3031
H 15.4752 -19.8966 30.7216
H 10.0719 -21.4606 31.1709
H 11.3745 -22.3213 31.4308
C 11.7387 -15.7766 33.0627
C 13.1701 -16.2123 33.1831
C 14.1258 -15.4680 32.2428
O 15.3407 -16.2279 32.3172
C 16.4195 -15.5120 31.6618
N 13.6673 -16.1300 34.5160
H 11.1186 -16.5173 33.6015
H 11.3283 -15.7159 32.0251
H 11.5325 -14.7755 33.5002
H 13.2513 -17.2383 32.8700
H 14.3381 -14.4375 32.5827
H 13.6761 -15.5332 31.2804
H 16.0822 -15.1552 30.7462
H 17.1797 -16.2073 31.2967
H 16.7289 -14.7479 32.3089
H 13.5615 -15.2011 34.8851
H 14.6206 -16.2907 34.4776
C 20.7543 -19.0839 32.1986
C 19.5340 -19.6187 31.4814
C 18.2651 -19.3143 32.2646
O 18.3155 -19.7520 33.6245
C 17.0826 -19.4668 34.2494
N 19.4338 -19.0209 30.1407
H 20.6715 -19.5019 33.2508
H 20.6148 -18.0204 32.2367
H 21.6543 -19.4186 31.6829
H 19.7597 -20.6305 31.4043
H 17.4112 -19.8219 31.7823
H 18.1996 -18.2147 32.2040
H 16.1892 -19.9822 33.8402
H 16.7483 -18.4336 34.1518
H 17.2548 -19.7125 35.3027
H 20.3105 -19.1437 29.6441
H 18.7033 -19.4687 29.5949
C 14.5109 -6.5712 22.7780
C 14.3572 -8.0025 22.2073
C 13.0060 -8.7323 22.2925
O 12.7496 -8.9436 23.6189
C 11.4449 -9.3969 23.8130
N 14.8587 -8.0947 20.8659
H 15.5825 -6.3094 22.6399
H 14.3178 -6.6585 23.8288
H 13.8507 -5.8396 22.3208
H 14.9980 -8.6670 22.9029
H 13.1510 -9.6920 21.7506
H 12.2206 -8.1182 21.8486
H 11.3244 -10.2486 23.1622
H 10.7321 -8.6752 23.4572
H 11.3017 -9.6436 24.9156
H 15.7476 -7.7185 20.6393
H 14.8536 -9.0616 20.4993
C 8.8398 -20.9283 22.4867
C 7.9136 -20.1123 21.5238
C 8.2720 -18.5437 21.7668
O 7.9932 -18.1651 23.0923
C 8.8444 -17.0595 23.5188
N 8.2417 -20.4736 20.1804
H 8.5360 -20.7128 23.5176
H 9.7951 -20.5476 22.3256
H 8.7380 -21.9698 22.1654
H 6.7912 -20.1680 21.7937
H 7.6266 -18.0636 21.0084
H 9.3353 -18.4543 21.4830
H 9.1789 -17.1953 24.5269
H 8.2909 -16.1236 23.3475
H 9.7406 -16.9290 22.9008
H 8.0891 -21.4082 19.9139
H 7.7915 -19.9091 19.4522
C 5.4171 -18.5829 25.3905
C 6.3932 -17.8710 26.2544
C 5.6827 -16.8013 27.0936
O 6.5964 -16.1667 27.9477
C 6.0240 -15.3138 28.9001
N 7.0290 -18.8587 27.1608
H 4.9772 -17.8002 24.7575
H 4.6270 -19.0782 25.8884
H 5.9815 -19.2364 24.7312
H 7.0796 -17.3722 25.6085
H 4.9580 -17.2644 27.7407
H 5.2048 -16.0247 26.4768
H 5.4964 -15.9145 29.6055
H 5.3567 -14.5842 28.3999
H 6.8242 -14.8116 29.4333
H 7.3266 -19.7251 26.7012
H 7.8642 -18.5166 27.6669
C 10.3267 -18.0964 28.3827
C 10.5477 -19.1550 27.2209
C 11.9686 -18.8024 26.6297
O 12.4879 -19.7010 25.7283
C 11.8439 -19.7638 24.4499
N 10.3017 -20.5115 27.6069
H 10.1977 -17.1340 27.9896
H 11.1348 -18.0440 29.0998
H 9.4730 -18.4064 28.9993
H 9.7330 -18.8951 26.5604
H 12.7343 -18.8492 27.4434
H 11.9311 -17.7799 26.2061
H 12.1701 -18.9343 23.7877
H 10.7765 -19.7886 24.6002
H 12.1823 -20.6701 24.0455
H 10.6114 -20.6945 28.5566
H 10.6885 -21.1562 26.9701
C 17.3855 -12.6143 28.7419
C 16.8813 -12.7312 27.3334
C 16.5638 -11.3660 26.6968
O 15.4461 -10.8373 27.3960
C 15.1498 -9.4777 26.9999
N 17.9041 -13.3414 26.4490
H 18.3673 -12.1910 28.6664
H 17.5285 -13.5502 29.1908
H 16.6708 -11.9980 29.3389
H 15.9244 -13.3575 27.2255
H 16.2286 -11.4080 25.6074
H 17.4485 -10.7560 26.7794
H 14.0768 -9.2866 27.2449
H 15.3826 -9.3936 25.8980
H 15.8778 -8.8277 27.5240
H 17.5443 -13.3553 25.4987
H 18.1242 -14.3244 26.6986
C 17.4293 -18.0726 26.9806
C 18.6881 -18.6644 26.2955
C 19.7298 -17.5697 25.9304
O 19.1641 -16.3063 25.7969
C 19.0201 -15.7323 24.5086
N 19.3645 -19.7059 26.9552
H 16.5822 -18.8026 26.9411
H 17.1102 -17.1994 26.3987
H 17.6307 -17.8861 28.0510
H 18.2517 -19.0018 25.3018
H 20.2199 -17.8952 24.9804
H 20.5372 -17.4810 26.7076
H 19.2479 -14.6253 24.6270
H 17.9471 -15.7303 24.1310
H 19.6993 -16.2404 23.8902
H 20.3821 -19.7893 26.7486
H 18.9135 -20.5682 26.9219
C 9.0902 -12.6928 24.1621
C 8.9422 -13.0822 25.6545
C 8.2638 -12.0314 26.5092
O 8.1682 -12.5419 27.8242
C 7.9239 -11.5411 28.8108
N 8.1866 -14.3294 25.6642
H 8.0901 -12.3524 23.8627
H 9.3227 -13.6073 23.6095
H 9.9007 -11.9558 23.9623
H 10.0428 -13.2243 25.9344
H 7.2414 -11.8083 26.2043
H 8.8590 -11.0872 26.4386
H 7.7132 -12.2185 29.6833
H 7.0062 -10.9020 28.5488
H 8.7746 -10.8782 28.9377
H 8.0580 -14.7056 26.5947
H 7.2303 -14.0778 25.3640
C 11.3737 -12.1620 19.1615
C 11.5219 -12.5547 20.6788
C 10.5889 -13.6646 21.1393
O 9.2785 -13.3522 20.7724
C 8.3428 -14.3598 20.7460
N 12.9526 -12.9151 20.9991
H 11.6441 -12.9958 18.5653
H 11.9775 -11.2934 19.0286
H 10.3926 -11.8570 18.9851
H 11.2981 -11.6630 21.3598
H 10.6425 -13.7433 22.2098
H 10.9026 -14.5369 20.5871
H 7.5110 -13.9281 20.2067
H 8.0731 -14.7324 21.7122
H 8.6880 -15.2071 20.1125
H 13.2613 -13.6248 20.3051
H 13.0396 -13.3985 21.8327
C 12.8634 -11.7596 31.1254
C 12.4197 -12.1499 29.6856
C 11.0651 -12.8439 29.6035
O 11.1886 -14.1933 30.1291
C 9.8665 -14.7654 30.1547
N 12.4695 -11.0475 28.7383
H 13.8971 -11.4589 31.1516
H 12.7196 -12.6685 31.7553
H 12.1892 -10.9632 31.3915
H 13.1627 -12.9105 29.2872
H 10.7459 -12.7747 28.5517
H 10.3029 -12.2734 30.1742
H 9.3240 -14.2534 30.9522
H 10.0676 -15.8186 30.3649
H 9.3026 -14.5723 29.2341
H 12.5768 -10.1609 29.1915
H 13.2666 -11.1435 28.0341
C 16.1523 -12.7797 22.0501
C 15.9742 -11.3536 21.6788
C 17.2185 -10.4231 21.8402
O 17.8997 -10.5078 23.1570
C 18.7685 -9.4253 23.3571
N 15.5363 -11.0750 20.2819
H 16.2498 -12.9750 23.0707
H 16.9586 -13.2424 21.5348
H 15.2650 -13.4405 21.7100
H 15.2300 -10.9706 22.3131
H 16.8335 -9.4155 21.6370
H 17.9588 -10.6361 21.1181
H 18.2609 -8.4927 23.1303
H 19.6650 -9.4974 22.8012
H 19.1235 -9.4626 24.3768
H 16.1552 -11.6032 19.6824
H 14.6524 -11.5533 20.2744
C 8.7606 -18.9943 33.7708
C 8.7883 -18.1667 32.4702
C 7.8846 -18.7389 31.3586
O 8.4720 -19.9146 30.8754
C 7.5666 -20.5914 29.9703
N 8.3831 -16.6746 32.7104
H 7.8295 -18.9202 34.2611
H 9.5650 -18.6504 34.4620
H 8.9648 -20.0067 33.5684
H 9.8362 -18.2145 32.0367
H 7.7006 -17.9386 30.6326
H 6.9176 -18.9316 31.8321
H 7.1205 -19.9776 29.1871
H 6.7066 -21.0378 30.5418
H 8.1935 -21.3070 29.3775
H 8.8580 -16.1324 31.9982
H 8.9084 -16.3739 33.5284
C 12.9730 -17.6941 20.5221
C 13.8011 -16.4356 20.8491
C 14.9957 -16.8546 21.7566
O 14.4196 -16.9385 23.0555
C 15.3143 -17.3369 24.0883
N 14.0944 -15.7178 19.6151
H 13.5340 -18.2496 19.7622
H 12.0678 -17.3082 20.0908
H 12.6958 -18.1980 21.4420
H 13.2134 -15.7707 21.5260
H 15.7572 -16.0338 21.7012
H 15.5156 -17.8346 21.4313
H 16.2654 -16.7206 24.2302
H 15.5301 -18.4429 24.0334
H 14.7435 -17.1671 25.0257
H 13.6523 -16.2334 18.8433
H 15.1034 -15.5392 19.3496
C 14.4292 -21.5272 21.4499
C 15.6144 -22.4356 21.5797
C 16.8895 -21.6009 21.8980
O 17.2846 -20.8916 20.7211
C 17.9452 -19.6738 20.9591
N 15.7196 -23.4763 22.6481
H 14.3570 -20.8533 22.3406
H 13.4713 -22.0986 21.5139
H 14.4909 -20.9914 20.4870
H 15.7757 -22.9549 20.6212
H 17.6972 -22.2552 22.1208
H 16.8439 -20.7313 22.6777
H 18.0710 -19.1386 20.0348
H 18.9639 -19.8262 21.3766
H 17.3741 -19.0781 21.6640
H 15.4453 -24.4369 22.4634
H 15.4088 -23.1958 23.5740
C 15.3653 -20.9902 26.1732
C 15.2772 -22.3296 26.9077
C 15.9655 -22.3488 28.2627
O 17.2991 -22.0085 28.1396
C 18.0607 -22.1415 29.2907
N 13.8936 -22.7447 27.1663
H 16.4061 -20.8225 25.8849
H 15.1827 -20.1483 26.8420
H 14.7317 -20.9653 25.2942
H 15.7526 -23.0758 26.3120
H 15.7992 -23.3329 28.8118
H 15.4843 -21.5583 28.8459
H 17.5734 -21.6720 30.1969
H 18.9884 -21.6689 29.0485
H 18.2726 -23.2282 29.4948
H 13.4244 -22.7925 26.2729
H 13.4142 -22.0067 27.6897
C 11.8748 -14.9326 24.7867
C 12.7101 -13.8931 25.4126
C 12.9789 -14.2894 26.8828
O 13.6367 -15.6038 26.7463
C 14.2769 -16.0344 27.9581
N 13.9495 -13.6881 24.7152
H 11.4339 -14.6449 23.8119
H 11.0449 -15.2704 25.4318
H 12.3914 -15.8290 24.5794
H 12.2077 -12.8815 25.3795
H 12.1585 -14.4420 27.5312
H 13.7312 -13.6590 27.2664
H 14.4695 -17.1261 27.8442
H 13.6564 -15.9965 28.8439
H 15.2155 -15.5327 28.1347
H 14.5832 -13.1547 25.3108
H 14.3189 -14.6047 24.4377

Its HOMO energy is -8.33 eV. For the orbital gap, the calculation gives 0.32452 hartree.


Entry 2
This record from OMol25 describes a 18-piece molecular cluster, C72H198N18O18 overall. The level of theory is wB97M-V/def2-TZVPD.

Geometry (Å):
C 5.4410 -3.6320 2.1638
C 5.9743 -3.2194 0.7341
C 7.2999 -3.8886 0.3903
O 8.2613 -3.5943 1.3540
C 9.5393 -4.2033 1.1155
N 4.9951 -3.6556 -0.2430
H 4.5414 -3.0734 2.4224
H 6.1254 -3.3875 2.9762
H 5.2087 -4.6905 2.2811
H 5.9492 -2.1299 0.7115
H 7.5952 -3.4727 -0.5729
H 7.1741 -4.9573 0.2165
H 9.3425 -5.2488 0.8784
H 10.0475 -4.3233 2.0723
H 10.1174 -3.6095 0.4074
H 4.8270 -4.6282 -0.0287
H 4.0881 -3.2452 -0.0725
C 0.7435 3.7450 -5.2694
C 2.1809 3.8887 -4.6255
C 3.2081 4.0624 -5.7313
O 4.5460 4.1913 -5.2024
C 5.4585 4.3288 -6.3202
N 2.1712 5.2094 -3.9700
H 0.4513 4.4483 -6.0491
H -0.0911 3.6745 -4.5719
H 0.5839 2.7603 -5.7086
H 2.3634 3.1517 -3.8434
H 3.0368 4.7803 -6.5334
H 3.3129 3.1840 -6.3681
H 6.4681 4.4484 -5.9270
H 5.2024 5.2440 -6.8540
H 5.3925 3.4370 -6.9434
H 2.9777 5.6881 -4.3449
H 1.3866 5.7599 -4.2884
C -10.0578 2.4999 1.5748
C -8.9731 2.2269 0.5559
C -7.6459 2.3771 1.1636
O -7.3531 3.7572 1.4346
C -6.0713 4.0160 2.1404
N -9.0537 0.9393 -0.1871
H -9.8052 3.3907 2.1497
H -10.1104 1.6689 2.2783
H -11.0265 2.6879 1.1117
H -9.0008 2.9782 -0.2333
H -6.8525 2.1265 0.4595
H -7.6041 1.8214 2.1004
H -5.3612 3.3981 1.5908
H -6.2717 3.7557 3.1797
H -5.7606 5.0374 1.9204
H -9.9812 0.7753 -0.5518
H -8.8561 0.1716 0.4389
C -5.4572 2.7801 -1.8117
C -6.5704 3.7518 -2.1200
C -6.1530 4.9505 -2.9195
O -5.0439 5.6373 -2.3954
C -4.3980 6.4746 -3.3648
N -7.6913 3.0201 -2.6215
H -4.7962 2.5015 -2.6323
H -5.8802 1.8735 -1.3789
H -4.7735 3.3103 -1.1487
H -7.0061 4.1181 -1.1904
H -6.9921 5.6161 -3.1219
H -5.7613 4.5403 -3.8504
H -4.0881 5.7319 -4.0999
H -3.5459 6.9643 -2.8935
H -5.2438 7.1240 -3.5911
H -7.7688 2.0642 -2.3047
H -7.8622 2.9858 -3.6164
C -1.2854 0.6642 -0.7443
C 0.0361 0.0109 -0.4746
C 1.1388 1.0992 -0.5892
O 2.3661 0.5502 -0.1602
C 3.2852 -0.0601 -1.0454
N -0.0361 -0.6458 0.8472
H -1.4466 1.3926 0.0504
H -2.1499 0.0075 -0.6469
H -1.2616 1.1732 -1.7078
H 0.3149 -0.7357 -1.2183
H 1.0903 1.9511 0.0890
H 1.2194 1.5603 -1.5735
H 4.2459 -0.2463 -0.5652
H 3.5042 0.6464 -1.8460
H 2.8448 -0.9435 -1.5077
H 0.1740 0.1598 1.4189
H 0.7693 -1.2371 0.9945
C -0.6178 -5.1807 -2.3290
C -1.4947 -3.9262 -2.7049
C -1.8982 -2.9427 -1.5828
O -2.4969 -3.8090 -0.5778
C -2.8097 -3.1322 0.6028
N -0.7199 -3.1575 -3.6962
H 0.2975 -4.8965 -1.8099
H -0.1714 -5.6507 -3.2054
H -1.1103 -5.8640 -1.6372
H -2.3665 -4.3978 -3.1584
H -2.5374 -2.1056 -1.8633
H -0.9863 -2.5562 -1.1277
H -3.5420 -2.3375 0.4603
H -1.9969 -2.6374 1.1344
H -3.1382 -3.7941 1.4041
H -1.3522 -2.4403 -4.0216
H -0.6156 -3.7187 -4.5293
C 5.6849 5.3914 3.6120
C 5.6719 5.6875 2.1212
C 5.2628 4.4997 1.3010
O 6.0213 3.3225 1.6070
C 5.6135 2.1192 0.9799
N 4.8090 6.8183 1.7953
H 6.4672 4.7233 3.9722
H 4.8731 4.7666 3.9846
H 5.8355 6.2233 4.3000
H 6.6801 5.9657 1.8142
H 5.3632 4.7651 0.2486
H 4.1954 4.4020 1.4990
H 4.5381 1.9468 1.0221
H 6.0720 1.2860 1.5125
H 6.0533 2.0545 -0.0154
H 5.0112 7.6131 2.3849
H 5.1092 7.0150 0.8512
C -2.6440 1.9552 6.7806
C -1.5091 2.9115 6.5159
C -1.7957 3.9601 5.4719
O -1.9944 3.3914 4.1439
C -2.3341 4.4146 3.2625
N -1.0415 3.4553 7.8027
H -3.5150 2.2798 7.3498
H -2.3500 0.9693 7.1407
H -3.0091 1.7679 5.7708
H -0.6848 2.2648 6.2155
H -1.1001 4.7993 5.4700
H -2.7767 4.3287 5.7716
H -1.5239 5.1431 3.2317
H -3.2646 4.9204 3.5202
H -2.5476 4.0331 2.2640
H -0.8363 2.6940 8.4338
H -0.2983 4.1236 7.6570
C 1.7362 -7.1888 4.6165
C 2.6473 -6.0969 4.1779
C 2.0144 -5.2126 3.0764
O 1.5291 -5.8470 1.8946
C 0.8514 -5.0789 0.9037
N 2.9955 -5.3314 5.3617
H 1.4360 -7.7822 3.7529
H 0.8455 -6.9640 5.2033
H 2.2438 -7.9287 5.2354
H 3.5736 -6.5037 3.7723
H 2.7163 -4.4404 2.7615
H 1.2692 -4.5853 3.5655
H 1.4641 -4.2059 0.6788
H -0.1613 -4.7319 1.1086
H 0.9665 -5.5742 -0.0604
H 3.2306 -5.8116 6.2186
H 3.7633 -4.7433 5.0707
C -4.7334 -5.0017 4.1981
C -5.9141 -4.0752 4.2519
C -5.6366 -2.7027 3.5858
O -4.8747 -1.7687 4.3799
C -4.7911 -0.4414 3.8531
N -6.9322 -4.8787 3.6312
H -4.0446 -4.6566 4.9692
H -4.0327 -4.9467 3.3649
H -5.0699 -6.0300 4.3300
H -6.2986 -3.8884 5.2546
H -6.6399 -2.2791 3.5388
H -5.3494 -2.7136 2.5343
H -4.1233 -0.5121 2.9946
H -4.5018 0.2903 4.6074
H -5.7428 -0.1949 3.3822
H -7.6859 -4.3819 3.1780
H -7.3352 -5.5870 4.2278
C 9.2675 -0.5094 -1.6116
C 9.2621 0.6031 -2.6566
C 8.5281 1.8264 -2.0804
O 7.1231 1.6445 -2.0114
C 6.2873 1.8171 -3.1400
N 10.6317 0.9582 -2.9945
H 8.2034 -0.7451 -1.5943
H 9.5425 -0.1540 -0.6186
H 9.8001 -1.4382 -1.8160
H 8.8167 0.3586 -3.6210
H 8.7815 2.7289 -2.6365
H 8.9479 2.0785 -1.1065
H 6.4874 2.7749 -3.6203
H 5.2592 1.9623 -2.8082
H 6.1589 0.9722 -3.8165
H 10.6965 1.2453 -3.9607
H 11.0964 0.0663 -3.0883
C 6.0378 -2.3557 -3.6821
C 5.6938 -3.7494 -4.2539
C 4.4467 -4.4149 -3.5498
O 3.8570 -5.3851 -4.3802
C 3.3699 -6.4855 -3.6354
N 5.3968 -3.5691 -5.6462
H 6.2421 -2.4280 -2.6139
H 5.2358 -1.6477 -3.8906
H 6.7385 -1.8663 -4.3585
H 6.5878 -4.3689 -4.1833
H 3.7374 -3.6996 -3.1335
H 4.8953 -4.8456 -2.6546
H 2.9279 -7.2513 -4.2729
H 2.5628 -6.1112 -3.0055
H 4.1044 -7.0884 -3.1015
H 4.4728 -3.1642 -5.6953
H 5.2194 -4.5447 -5.8381
C 5.5176 1.0289 6.3318
C 4.2066 0.0693 6.4144
C 4.3119 -1.2476 5.6653
O 4.7233 -1.0504 4.3180
C 3.9465 -0.3869 3.3520
N 4.0024 -0.1648 7.7890
H 6.5238 0.6120 6.3730
H 5.3989 1.8228 7.0692
H 5.4320 1.5737 5.3916
H 3.4425 0.6551 5.9033
H 3.3385 -1.7367 5.6279
H 5.0378 -1.8758 6.1815
H 2.8684 -0.4676 3.4906
H 4.2837 -0.7130 2.3681
H 4.0601 0.6644 3.6164
H 3.9379 0.7192 8.2733
H 3.1191 -0.6130 7.9867
C 4.1044 0.0222 -8.3104
C 4.3956 0.3100 -6.8073
C 3.1424 0.1166 -5.8934
O 2.5089 -1.1356 -6.1875
C 1.3078 -1.3052 -5.4586
N 5.5397 -0.4275 -6.3171
H 3.5053 -0.8751 -8.4653
H 4.9333 0.1936 -8.9972
H 3.3474 0.7513 -8.5994
H 4.6123 1.3675 -6.6561
H 2.4403 0.9504 -5.8880
H 3.5397 0.0293 -4.8822
H 1.3583 -1.4119 -4.3750
H 0.8204 -2.2071 -5.8288
H 0.5733 -0.5159 -5.6183
H 6.0022 -0.7293 -7.1628
H 5.2003 -1.3136 -5.9709
C 1.1487 6.2312 0.6818
C 1.3047 5.5877 -0.6763
C -0.0858 5.3752 -1.3409
O -0.7568 4.5034 -0.4394
C -2.0192 4.0856 -0.8457
N 2.2093 6.4517 -1.4590
H 0.6048 7.1751 0.6457
H 2.1236 6.3985 1.1399
H 0.5736 5.6301 1.3861
H 1.8128 4.6381 -0.5080
H -0.0866 4.7841 -2.2567
H -0.5807 6.3334 -1.4987
H -2.8208 4.8241 -0.8317
H -2.4271 3.3972 -0.1056
H -1.9759 3.7040 -1.8658
H 2.0805 5.9981 -2.3522
H 3.1473 6.2272 -1.1592
C -1.5771 -1.6755 4.7156
C -0.2214 -1.0816 4.1920
C -0.3100 0.4207 3.8026
O 0.8094 0.9437 3.0807
C 0.9543 2.3631 3.2705
N 0.6485 -1.3670 5.3560
H -1.8905 -1.0160 5.5248
H -1.4841 -2.6228 5.2467
H -2.3025 -1.8112 3.9134
H 0.1167 -1.7472 3.3978
H -0.2903 1.0035 4.7235
H -1.1663 0.6328 3.1624
H 0.4853 2.8067 2.3922
H 2.0336 2.5057 3.2165
H 0.5722 2.7762 4.2040
H 1.6362 -1.3127 5.1523
H 0.3899 -2.3362 5.4738
C -9.2095 -2.8776 -3.5198
C -8.9522 -1.3584 -3.5153
C -7.4184 -0.9263 -3.6319
O -6.7013 -1.5941 -2.5025
C -5.2724 -1.5962 -2.7174
N -9.6024 -0.7547 -4.6459
H -8.8440 -3.3172 -4.4478
H -10.2815 -3.0554 -3.4347
H -8.7921 -3.3824 -2.6485
H -9.3643 -1.0035 -2.5707
H -7.2698 0.1526 -3.5873
H -7.0081 -1.3780 -4.5351
H -4.7969 -0.6154 -2.7147
H -5.0023 -2.1776 -3.5989
H -4.9347 -2.1133 -1.8192
H -9.1228 -1.0656 -5.4786
H -10.5498 -1.0987 -4.7110
C -10.1988 -3.0336 0.8020
C -8.9549 -2.5054 1.3444
C -7.8299 -2.6348 0.3154
O -7.3207 -4.0320 0.3387
C -6.3142 -4.1829 -0.5843
N -9.0567 -1.1108 1.8390
H -10.7163 -2.2573 0.2384
H -10.8034 -3.5637 1.5379
H -10.1258 -3.7980 0.0283
H -8.6194 -3.0214 2.2440
H -7.0264 -1.9267 0.5181
H -8.2248 -2.3639 -0.6638
H -5.6001 -4.9933 -0.4379
H -5.6905 -3.3793 -0.1926
H -6.5081 -4.0720 -1.6511
H -8.3963 -0.8024 2.5381
H -9.8539 -1.0425 2.4553

Its HOMO energy is -8.60 eV. For the orbital gap, the calculation gives 0.32241 hartree.


Out of the structures above, which one is the least stable? Solution: entry 2.